Record 1
The molecule C18H16ClN3OS. Source: OMol25; level of theory: ωB97M-V/def2-TZVPD.

```
40
Properties=species:S:1:pos:R:3
O 2.4472 -0.9787 0.7994
C 1.3317 -1.1681 0.3487
C 0.9160 -0.5338 -0.9256
S 1.2706 1.1554 -1.1384
C 0.6712 1.1114 -2.7717
C 0.5948 2.1711 -3.6649
C 0.0947 1.9304 -4.9273
C -0.3260 0.6531 -5.3026
C -0.2553 -0.4012 -4.4215
C 0.2454 -0.1791 -3.1376
C 0.4070 -1.0966 -2.0560
Cl 0.0305 -2.7647 -2.2049
N 0.4376 -2.0024 0.9369
C -0.9951 -1.9444 0.7402
C -1.6505 -1.5146 2.0734
N -0.7115 -0.7298 2.8461
C -0.4845 0.5565 2.4018
C 0.4315 1.4167 3.0258
C 0.5574 2.7029 2.5495
C -0.2332 3.1229 1.4859
C -1.1267 2.2123 0.9578
N -1.2506 0.9694 1.3901
C 0.3807 -1.5507 3.3310
C 0.8018 -2.5516 2.2266
H 0.9243 3.1545 -3.3694
H 0.0288 2.7405 -5.6375
H -0.7114 0.4947 -6.2983
H -0.5783 -1.3919 -4.7021
H -1.3646 -2.9254 0.4236
H -1.2257 -1.2067 -0.0267
H -2.5336 -0.9096 1.8752
H -1.9295 -2.3823 2.6756
H 1.0188 1.0915 3.8692
H 1.2625 3.3810 3.0080
H -0.1558 4.1217 1.0885
H -1.7792 2.4743 0.1338
H 1.2292 -0.9199 3.5869
H 0.0566 -2.0895 4.2281
H 0.2926 -3.5113 2.3402
H 1.8804 -2.7079 2.2426
```

Values from the calculation:
LUMO level = 0.40 eV
Kohn-Sham gap = 8.4458 eV
Energy above the lowest of the compared OMol25 structures with the same formula, charge and spin = 0.0 kcal/mol
Spin multiplicity = 1
SMILES = O=C(c1sc2ccccc2c1Cl)N1CCN(c2ccccn2)CC1

Record 2
A cluster of 9 separate species, C42H77F12N14P2 in total in a non-equilibrium geometry. Source: OMol25; level of theory: ωB97M-V/def2-TZVPD.

```
147
Properties=species:S:1:pos:R:3
C -6.1360 -3.7753 -24.5849
C -5.1362 -4.5000 -23.6126
N -3.7829 -3.8428 -23.7949
C -3.3696 -2.5231 -23.5061
C -1.9773 -2.4387 -23.7549
N -1.6058 -3.6973 -24.1791
C -2.6508 -4.4811 -24.3129
C -0.2097 -4.0013 -24.4691
H -7.0932 -4.2967 -24.5926
H -5.7896 -3.8637 -25.6146
H -6.2023 -2.6873 -24.5751
H -5.2116 -5.5481 -23.9023
H -5.4795 -4.2970 -22.5982
H -4.0749 -1.7540 -23.2276
H -1.3349 -1.5755 -23.6620
H -2.6372 -5.3856 -24.9029
H -0.1350 -3.5263 -25.4473
H -0.0397 -5.0281 -24.7929
H 0.5364 -3.6776 -23.7434
C 3.2512 -8.9010 -23.8579
C 4.1749 -7.8387 -24.5571
N 4.1956 -6.5915 -23.8962
C 5.1480 -5.5770 -24.0459
C 4.7614 -4.4199 -23.4773
N 3.6151 -4.7108 -22.7809
C 3.1778 -5.9867 -23.1286
C 3.1060 -3.9406 -21.6642
H 2.1891 -8.7009 -23.9996
H 3.4697 -8.7725 -22.7978
H 3.3105 -9.9126 -24.2595
H 4.1815 -7.7060 -25.6390
H 5.1437 -8.2816 -24.3257
H 6.0332 -5.7290 -24.6456
H 5.2426 -3.4562 -23.3996
H 2.2746 -6.5563 -22.9673
H 3.7472 -3.0728 -21.5096
H 2.8926 -4.5972 -20.8207
H 2.1665 -3.5735 -22.0773
C 2.3499 -12.7092 -16.5199
C 1.8332 -11.4949 -15.7082
N 1.6501 -10.2836 -16.5208
C 0.9498 -10.2694 -17.7103
C 1.2259 -9.1772 -18.4181
N 2.1516 -8.4566 -17.7188
C 2.4588 -9.1262 -16.5524
C 2.6249 -7.1314 -18.2865
H 3.0881 -12.3935 -17.2571
H 1.5141 -13.1454 -17.0669
H 2.8219 -13.4104 -15.8315
H 2.5002 -11.1714 -14.9091
H 0.8683 -11.4783 -15.2014
H 0.2516 -11.0759 -17.8790
H 0.8738 -8.8459 -19.3838
H 2.9939 -8.6923 -15.7206
H 2.8421 -7.2817 -19.3440
H 3.5231 -6.8144 -17.7566
H 1.9599 -6.2683 -18.2571
C -0.7111 -11.4041 -25.3000
C -1.2098 -9.9772 -25.2678
N -2.4192 -9.9411 -24.3970
C -3.7743 -9.9899 -24.8737
C -4.6291 -10.0469 -23.7736
N -3.7784 -10.1003 -22.6855
C -2.4091 -10.0745 -23.0513
C -4.2230 -10.2098 -21.2642
H -0.6281 -11.9433 -24.3564
H 0.2282 -11.3842 -25.8527
H -1.3011 -12.0521 -25.9482
H -1.3452 -9.6212 -26.2891
H -0.5159 -9.3326 -24.7282
H -3.9256 -9.9585 -25.9426
H -5.6918 -10.1026 -23.5895
H -1.5771 -9.8729 -22.3929
H -4.8370 -9.3490 -20.9995
H -3.3319 -10.3222 -20.6465
H -4.8310 -11.0999 -21.1023
C 0.7276 0.8778 -16.0114
C -0.7570 0.6733 -15.7720
N -1.4210 0.3192 -17.0140
C -2.2072 1.1333 -17.8203
C -2.7134 0.4414 -18.9786
N -2.0966 -0.8442 -18.7931
C -1.3040 -0.8728 -17.6922
C -2.3197 -1.9028 -19.6925
H 0.8541 1.4748 -16.9146
H 1.3297 -0.0216 -16.1402
H 1.1253 1.5773 -15.2760
H -1.1974 1.6311 -15.4949
H -0.8769 -0.1648 -15.0855
H -2.2800 2.1650 -17.5091
H -3.3808 0.5040 -19.8254
H -0.8326 -1.7361 -17.2463
H -1.9614 -1.7535 -20.7111
H -3.3878 -2.1128 -19.7484
H -1.6461 -2.7137 -19.4154
C -4.6108 -6.1797 -19.7922
C -5.6662 -6.7365 -18.7573
N -6.4864 -5.6877 -18.2826
C -7.2578 -4.9363 -19.0386
C -7.8519 -3.9323 -18.2505
N -7.6436 -4.3828 -16.9424
C -6.8212 -5.4348 -16.9354
C -8.2699 -3.7883 -15.7311
H -4.0809 -6.9726 -20.3200
H -3.8147 -5.5700 -19.3648
H -5.0872 -5.5908 -20.5760
H -5.1361 -7.1553 -17.9020
H -6.2459 -7.6048 -19.0706
H -7.2550 -5.3517 -20.0355
H -8.5171 -3.1226 -18.5119
H -6.4881 -6.0798 -16.1358
H -9.3592 -3.8160 -15.7580
H -7.7562 -2.8525 -15.5109
H -8.0840 -4.4615 -14.8943
C -1.1743 -5.6100 -11.7808
C 0.1168 -5.8046 -12.6530
N -0.1155 -6.5069 -13.9657
C -0.0397 -7.8200 -14.2519
C -0.5167 -8.1889 -15.5236
N -1.0132 -6.9635 -16.0190
C -0.6861 -5.9282 -15.1060
C -1.6253 -6.8372 -17.3053
H -1.6836 -6.5197 -11.4626
H -1.8693 -4.9560 -12.3076
H -0.7178 -5.1829 -10.8879
H 0.7837 -6.4748 -12.1107
H 0.6957 -4.9374 -12.9707
H 0.3423 -8.5569 -13.5610
H -0.7170 -9.1349 -16.0047
H -0.8545 -4.9098 -15.4236
H -2.6092 -7.2814 -17.1543
H -1.1164 -7.2418 -18.1801
H -1.8103 -5.7842 -17.5177
P -0.9535 -6.7076 -21.3249
F 0.1100 -5.8913 -22.1574
F 0.0306 -6.5277 -20.0968
F -1.5082 -5.3033 -20.7556
F -1.9053 -7.6825 -20.3452
F -2.0399 -6.6468 -22.5564
F -0.0912 -8.0275 -21.7285
P 1.1283 -11.9093 -21.4402
F 1.9689 -10.7579 -20.6207
F 1.5181 -12.9545 -20.2852
F -0.1733 -11.4593 -20.4760
F 0.1065 -13.1497 -22.0588
F 0.6072 -10.7718 -22.5111
F 2.3568 -12.5345 -22.3373
```

Values from the calculation:
LUMO level (spin up / spin down) = -14.26 / -18.19 eV
Kohn-Sham gap (spin up / spin down) = 6.2349 / 2.3098 eV
Energy above the lowest of the compared OMol25 structures with the same formula, charge and spin = 17.6 kcal/mol
Spin multiplicity = 2
<S²> = 0.765
Total charge = +6

Record 3
The molecule C7H8N4 in a non-equilibrium geometry. Source: OMol25; level of theory: ωB97M-V/def2-TZVPD.

```
19
Properties=species:S:1:pos:R:3
C -2.9537 -0.8332 0.1499
N -2.1487 0.4279 -0.0796
C -0.7114 0.6437 -0.1506
N -0.4421 1.8832 -0.1976
C 0.8199 2.3170 0.0475
C 1.9465 1.5589 0.0129
N 1.6742 0.2163 0.0165
C 2.3496 -0.9813 0.1260
C 1.5010 -2.0114 0.0742
N 0.2441 -1.6379 -0.3676
C 0.3122 -0.2818 -0.1842
H -4.0294 -0.4123 0.0095
H -2.5044 -1.5920 -0.8050
H -2.7447 -1.4235 1.3044
H -2.7583 1.2630 0.1703
H 0.9974 3.4018 -0.0617
H 3.0164 1.5827 0.2137
H 3.4609 -1.0557 -0.2287
H 1.9705 -3.0656 -0.0498
```

Values from the calculation:
LUMO level = 0.58 eV
Kohn-Sham gap = 8.5969 eV
Energy above the lowest of the compared OMol25 structures with the same formula, charge and spin = 87.8 kcal/mol
Spin multiplicity = 1
SMILES = CNc1nccn2ccnc12

Record 4
A structure of composition C11H11MnN3O5 in a non-equilibrium geometry. Source: OMol25; level of theory: ωB97M-V/def2-TZVPD.

```
31
Properties=species:S:1:pos:R:3
Mn -0.6561 0.0016 -2.2444
O 2.3327 -0.0542 -2.1638
C 1.1794 -0.0695 -2.2555
C -1.9466 0.2585 -0.8961
O -2.7756 0.5105 -0.1320
C -0.6344 -1.7693 -1.5529
O -0.5137 -2.8081 -1.0691
C -0.1731 1.7951 -2.2177
O 0.2566 2.8535 -1.9861
C -0.4594 -0.1262 -4.1792
H 0.0638 0.7171 -4.6479
H -0.1354 -1.0888 -4.5988
C -1.8674 0.0616 -3.7872
H -2.5781 -0.7657 -3.9162
H -2.3341 1.0357 -3.9818
C -0.7149 -1.5265 3.9641
N 0.0249 -0.6903 3.0347
C 1.0314 0.0475 3.5328
C 1.7534 0.8323 2.6985
C 1.3837 0.8356 1.3238
N 0.3929 0.1264 0.8043
C -0.3262 -0.6898 1.6643
O -1.2656 -1.4193 1.3049
N 2.1522 1.6099 0.5163
H -0.2631 -1.3833 4.9563
H -0.6259 -2.5798 3.6643
H -1.7680 -1.2128 3.9877
H 1.2119 -0.0351 4.6032
H 2.5735 1.4493 3.0212
H 2.8268 2.2209 0.9596
H 1.8541 1.8633 -0.4072
```

Values from the calculation:
LUMO level (spin up / spin down) = -6.96 / -11.42 eV
Kohn-Sham gap (spin up / spin down) = 6.4691 / 5.6378 eV
Spin multiplicity = 6
<S²> = 8.830
Total charge = +2

Which value of spin multiplicity does entry 4 give? 6

Which formula does entry 2 have? C42H77F12N14P2

spin multiplicity of number 4 (C11H11MnN3O5)? 6